Entry 1:
{"formula": "C17H19BBr2Cl5Cs2F13N3NaO7S", "method": "ωB97M-V with the def2-TZVPD basis set", "relative_energy_ev": 9.7875, "homo_lumo_gap_ev": 1.1, "total_energy_ev": -291753.984, "lumo_energy_ev": -3.75, "e_homo_ev": -4.869, "elements": ["C", "C", "C", "C", "C", "B", "C", "C", "C", "F", "F", "C", "F", "F", "C", "F", "F", "C", "F", "F", "S", "F", "F", "F", "F", "F", "C", "O", "N", "O", "C", "Br", "C", "C", "Br", "H", "H", "H", "H", "H", "H", "H", "H", "H", "H", "H", "H", "H", "H", "H", "H", "C", "Cl", "Cl", "Cl", "Cl", "Cs", "Na", "C", "N", "O", "O", "H", "H", "H", "N", "O", "O", "O", "Cl", "Cs"], "coordinates": [[5.3935, -2.3166, -0.0393], [4.9737, -1.3533, -0.8388], [4.1822, -0.3318, -1.8019], [2.7760, 0.1465, -1.0859], [3.1515, 1.5892, -0.3823], [1.9428, 2.2631, 0.4603], [0.7394, 2.5811, -0.6686], [-0.7078, 2.0328, -0.2341], [-1.9158, 2.3565, -1.2541], [-1.4873, 3.5605, -1.9874], [-1.8816, 1.3260, -2.2600], [-3.3311, 2.7102, -0.6183], [-3.8428, 3.8561, -1.4106], [-3.1799, 3.3051, 0.7042], [-4.5117, 1.6332, -0.6250], [-5.7560, 2.4536, -0.7173], [-4.6297, 0.8386, -1.8421], [-4.7863, 0.7885, 0.7095], [-5.1755, 1.5966, 1.8575], [-5.9995, 0.0169, 0.4211], [-3.4912, -0.4277, 1.2779], [-2.5123, 0.7712, 1.9487], [-4.3642, -0.5805, 2.7616], [-4.4682, -1.7312, 0.7020], [-2.6704, -0.4897, -0.1888], [-2.3929, -1.5802, 1.8795], [1.4705, 1.0532, 1.5427], [0.7327, 1.5377, 2.7184], [0.2690, 0.4460, 3.3815], [-0.4222, 0.8569, 4.2998], [2.1225, 3.6407, 1.2868], [0.4427, 4.7256, 1.7479], [3.2981, 4.3037, 1.8477], [3.2677, 5.7301, 2.6958], [5.0723, 3.5035, 1.6713], [5.5379, -3.0112, 0.8766], [4.8664, 0.5958, -1.9295], [3.9710, -0.8231, -2.8390], [2.5420, -0.6723, -0.3174], [2.0292, 0.2424, -1.9481], [3.5942, 2.3301, -1.1463], [3.9427, 1.2150, 0.3961], [0.7771, 3.7222, -0.9196], [0.9648, 2.0965, -1.7051], [-0.6144, 0.8682, -0.2519], [-0.8956, 2.3100, 0.8591], [0.9665, 0.1587, 1.0291], [2.4865, 0.6396, 1.9504], [2.5072, 5.6705, 3.6048], [3.0728, 6.6401, 2.0020], [4.3043, 5.9130, 3.1987], [6.0763, -5.3062, -3.1174], [7.7338, -5.9482, -3.0113], [4.9348, -6.5036, -2.4662], [5.9601, -3.8019, -2.1721], [5.6770, -4.9713, -4.8151], [0.8235, 6.7265, 3.4647], [-5.9242, 3.4835, -2.8186], [-5.8091, -3.8791, 1.9146], [-6.4802, -5.1422, 2.3204], [-5.8846, -6.1918, 2.1009], [-7.5910, -5.0375, 2.8500], [-4.8467, -4.1217, 1.4658], [-6.4561, -3.3789, 1.1932], [-5.6748, -3.2746, 2.8124], [2.8567, -6.7885, -6.6847], [2.1318, -6.9763, -7.6810], [2.6085, -5.8510, -5.9009], [3.8296, -7.5373, -6.4717], [2.1002, 2.7258, 3.5244], [-8.3446, -6.9351, 2.6081]]}

---

Entry 2:
{"formula": "C17H19BNO10", "method": "ωB97M-V with the def2-TZVPD basis set", "homo_lumo_gap_ev": 6.4, "total_energy_ev": -40572.433, "charge": 1, "lumo_energy_ev": -4.78, "e_homo_ev": -11.220, "elements": ["O", "B", "O", "C", "C", "C", "N", "C", "C", "H", "H", "H", "H", "H", "H", "H", "H", "H", "H", "H", "C", "C", "C", "O", "C", "C", "C", "O", "O", "O", "H", "H", "H", "H", "C", "C", "C", "O", "C", "C", "C", "O", "O", "O", "H", "H", "H", "H"], "coordinates": [[1.3070, -1.3456, 2.3068], [1.8240, -0.2368, 2.9990], [1.0739, 0.4673, 3.9828], [3.3492, 0.2905, 2.7443], [3.3989, 1.8601, 2.3901], [3.4480, 1.7889, 0.8199], [4.6745, 1.6480, 0.4134], [5.6154, 1.6669, 1.5552], [4.8669, 2.3153, 2.7998], [2.0709, -1.8995, 2.0937], [1.7442, 0.7747, 4.6076], [3.9092, 0.0574, 3.6937], [3.7818, -0.3542, 1.9406], [2.5147, 2.3757, 2.8214], [2.5665, 1.8416, 0.1338], [4.9673, 1.5628, -0.5605], [6.3470, 2.4793, 1.2817], [6.2374, 0.7705, 1.7655], [4.9493, 3.4306, 2.7924], [5.0796, 1.8570, 3.7920], [-0.7779, -1.1366, -2.1129], [-0.3802, -1.5906, -0.9227], [0.5114, -2.7807, -0.8014], [0.8642, -3.1491, 0.3038], [0.9227, -3.4598, -2.0312], [0.5219, -3.0056, -3.2227], [-0.3487, -1.7993, -3.3456], [-0.6753, -1.4085, -4.4483], [0.8851, -3.6145, -4.3665], [-0.7651, -0.9896, 0.2273], [-1.4222, -0.2722, -2.2121], [1.5547, -4.3313, -1.9294], [0.4699, -3.0967, -5.0802], [-0.3444, -1.5041, 0.9446], [-6.6852, 1.0386, -1.5370], [-6.5057, 0.2158, -0.5001], [-5.1428, -0.0991, 0.0196], [-5.0235, -0.8381, 0.9772], [-3.9938, 0.5020, -0.6610], [-4.1734, 1.3207, -1.6981], [-5.5366, 1.6569, -2.2007], [-5.6525, 2.4226, -3.1379], [-3.1279, 1.8842, -2.3426], [-7.5466, -0.3672, 0.1257], [-7.6676, 1.2762, -1.9212], [-3.0094, 0.2536, -0.2867], [-3.5227, 2.4291, -3.0481], [-7.1542, -0.9073, 0.8348]]}

---

Entry 3:
{"formula": "C17H19Br2Cl2F7N3O6S2", "method": "ωB97M-V with the def2-TZVPD basis set", "homo_lumo_gap_ev": 7.0, "total_energy_ev": -240512.238, "charge": -1, "lumo_energy_ev": 2.05, "e_homo_ev": -4.918, "elements": ["C", "C", "Br", "C", "Br", "N", "C", "C", "C", "C", "O", "C", "C", "S", "C", "N", "N", "C", "O", "C", "O", "O", "S", "O", "O", "C", "F", "F", "C", "F", "F", "C", "F", "F", "F", "H", "H", "H", "H", "H", "H", "H", "H", "H", "H", "H", "H", "H", "H", "H", "Cl", "C", "C", "Cl", "H", "H", "H", "H"], "coordinates": [[-0.3419, 2.1832, 2.0617], [-1.1431, 0.9260, 2.4802], [-1.8006, 0.9522, 4.3377], [-1.3794, -0.1560, 1.6718], [-2.3706, -1.6425, 2.5345], [-0.8874, -0.1909, 0.3192], [-1.7855, 0.3407, -0.7487], [-1.0883, 1.6769, -1.3180], [0.4426, 1.5419, -1.5940], [1.1346, 2.8906, -2.0440], [1.9009, 3.5096, -1.0013], [-3.1975, 0.8884, -0.2506], [-4.2741, -0.2244, 0.0158], [-5.3493, 0.1228, 1.4897], [-6.9980, -0.5079, 1.0704], [-7.4445, -1.1512, -0.0237], [-8.7822, -1.3309, 0.2351], [-9.0928, -0.8195, 1.4293], [-7.9508, -0.2802, 2.0215], [-2.0616, -0.5722, -2.0114], [-1.6707, -0.1619, -3.1309], [-2.6222, -1.7355, -1.9556], [0.0217, -1.5643, -0.0170], [-0.6943, -2.8283, 0.0720], [0.8151, -1.5497, -1.2339], [1.2867, -1.6717, 1.3745], [1.6460, -0.4166, 1.8618], [0.7717, -2.3411, 2.4705], [2.5813, -2.4975, 0.9520], [3.0751, -3.0358, 2.1431], [2.2816, -3.5914, 0.1865], [3.7599, -1.6251, 0.3629], [4.7090, -1.2485, 1.3177], [4.4312, -2.4575, -0.5728], [3.3836, -0.5240, -0.3218], [0.4732, 2.3355, 2.8305], [0.1982, 2.0686, 1.0848], [-0.9883, 3.0983, 2.0991], [-1.6752, 2.1231, -2.1612], [-1.1986, 2.4238, -0.4675], [1.0329, 1.1368, -0.7287], [0.5720, 0.8060, -2.4384], [0.3461, 3.5598, -2.4758], [1.8545, 2.6331, -2.8767], [2.2279, 2.8420, -0.3793], [-3.0937, 1.6531, 0.5690], [-3.5740, 1.4796, -1.1352], [-3.8725, -1.2662, 0.0992], [-4.9733, -0.2522, -0.8677], [-10.0937, -0.8038, 1.9002], [8.3008, -1.2641, -3.0549], [8.2856, -1.0462, -1.2865], [7.0726, -0.2782, -0.8144], [7.1220, 1.4272, -1.3301], [9.2110, -0.5475, -1.0002], [8.2850, -2.0435, -0.8452], [7.0362, -0.2791, 0.2752], [6.1449, -0.7140, -1.1810]]}

---

Entry 4:
{"formula": "C17H19BrN6O5", "method": "ωB97M-V with the def2-TZVPD basis set", "homo_lumo_gap_ev": 8.9, "total_energy_ev": -107161.122, "lumo_energy_ev": -0.54, "e_homo_ev": -9.405, "smiles": "O=C1c2ccccc2C(=O)c2c(Br)cccc21.NC(N)=O.NC(N)=O.NC(N)=O", "elements": ["O", "C", "C", "C", "C", "C", "C", "C", "C", "O", "C", "C", "Br", "C", "C", "C", "C", "H", "H", "H", "H", "H", "H", "H", "N", "C", "N", "O", "H", "H", "H", "H", "N", "C", "N", "O", "H", "H", "H", "H", "N", "C", "N", "O", "H", "H", "H", "H"], "coordinates": [[-1.1029, 1.0757, 3.6071], [-1.1089, 0.4207, 2.6012], [-2.1179, 0.5826, 1.5233], [-2.5715, 1.8189, 1.0781], [-3.4923, 1.8428, 0.0406], [-3.9833, 0.6656, -0.5182], [-3.5375, -0.5713, -0.0709], [-2.5931, -0.5965, 0.9483], [-2.0452, -1.8967, 1.4323], [-2.7313, -2.8713, 1.5673], [-0.5774, -1.8478, 1.7458], [0.3314, -2.8699, 1.4706], [-0.2279, -4.4965, 0.6816], [1.6770, -2.6873, 1.7710], [2.1206, -1.5030, 2.3461], [1.2227, -0.4893, 2.6492], [-0.1178, -0.6629, 2.3373], [-2.1716, 2.7161, 1.5252], [-3.8307, 2.7927, -0.3403], [-4.7142, 0.7303, -1.3114], [-3.8902, -1.4990, -0.4951], [2.3523, -3.4910, 1.5200], [3.1786, -1.4099, 2.5466], [1.5591, 0.4226, 3.1190], [-2.0566, 2.9585, -4.8968], [-2.6979, 2.3733, -3.8356], [-2.9181, 1.0318, -3.9701], [-3.0311, 3.0035, -2.8481], [-1.7843, 2.4631, -5.7309], [-1.8807, 3.9447, -4.8410], [-3.3707, 0.5626, -3.2083], [-2.6456, 0.5023, -4.7778], [0.5487, 1.3323, -4.5636], [1.0893, 0.9515, -5.7525], [2.3416, 0.4088, -5.7007], [0.4765, 1.0911, -6.8023], [1.0026, 1.2368, -3.6752], [-0.3756, 1.7327, -4.6220], [2.7542, 0.1227, -6.5685], [2.8571, 0.2863, -4.8507], [3.5582, -1.1786, 5.6126], [4.8044, -1.3113, 5.0679], [5.8373, -1.2899, 5.9611], [4.9865, -1.4412, 3.8679], [3.3915, -1.0717, 6.5946], [2.7745, -1.1956, 4.9859], [6.7643, -1.3857, 5.5915], [5.7141, -1.1853, 6.9497]]}